1.
Density functional theory data (ωB97M-V with the def2-TZVPD basis set) for a cluster of 2 separate species, C7H12N2O in total in a non-equilibrium geometry.

Each line ends with the Mulliken charge.
CARTESIAN COORDINATES (ANGSTROEM)
C -2.466 1.389 0.544  -0.0960
C -2.326 0.003 0.157  -0.4303
C -0.682 1.332 -0.776  0.0168
C -1.314 -2.517 -1.213  -1.3559
C 2.705 0.379 -0.446  -0.7609
C -0.774 -1.152 -1.316  0.1633
C 2.547 0.612 0.838  0.1572
N -1.537 2.111 -0.026  -0.6583
N -1.241 -0.088 -0.720  0.1666
O 3.195 1.672 1.544  -0.4592
H -3.388 1.739 1.196  0.2673
H -3.036 -0.752 0.257  0.3168
H 0.263 1.117 -0.395  -0.1038
H -1.881 -2.696 -2.162  0.2552
H -0.512 -3.177 -1.130  0.3709
H -1.980 -2.674 -0.373  0.3383
H 3.226 1.173 -1.082  0.1344
H 2.253 -0.370 -1.069  0.2887
H -0.715 1.710 -1.860  0.2734
H -0.011 -1.112 -2.054  0.4777
H 1.842 0.108 1.524  0.3462
H 3.797 1.974 0.829  0.2916

Values from the calculation:
**HOMO energy (alpha / beta)**: -6.637 / -6.636 eV
**ΔE to the lowest compared entry with this formula, charge and spin**: 101.15 kcal/mol
**E**: -458.52767 Eh
**Kohn-Sham gap (alpha / beta)**: 7.4068 / 7.4056 eV
**Max |F|**: 3.22 eV/Å


2.
Density functional theory data (ωB97M-V with the def2-TZVPD basis set) for a structure of composition C26H53Ge2InOSi3 in a non-equilibrium geometry.

Each line ends with the Mulliken charge.
CARTESIAN COORDINATES (ANGSTROEM)
In 0.327 0.751 -0.364  -0.5345
C 0.420 0.458 3.254  -1.4509
O 0.344 1.123 1.982  0.8939
Si 0.423 2.822 1.834  0.7373
C 2.030 3.402 2.554  -1.2532
C -0.954 3.567 2.815  -1.3626
C 0.259 2.902 -0.037  0.7124
Si -1.436 3.471 -0.718  0.2401
C -1.576 3.131 -2.547  -1.1651
C -2.791 2.444 0.101  0.0900
C -1.682 5.277 -0.369  -1.0663
Si 1.842 3.404 -0.983  0.1480
C 2.103 5.235 -0.869  -1.0723
C 3.274 2.395 -0.264  -0.5211
C 1.753 2.874 -2.773  -1.0637
H -0.491 0.632 3.827  0.2720
H 1.278 0.817 3.824  0.4302
H 0.534 -0.610 3.082  0.2880
H 1.876 3.684 3.599  0.4605
H 2.405 4.290 2.038  0.3156
H 2.815 2.644 2.520  0.2745
H -0.728 3.467 3.880  0.4566
H -1.925 3.106 2.627  0.3012
H -1.039 4.637 2.610  0.3816
H -1.226 2.129 -2.822  0.2943
H -1.025 3.851 -3.153  0.3555
H -2.627 3.204 -2.838  0.4719
H -2.393 1.555 0.595  -0.9388
H -3.527 2.123 -0.640  0.4307
H -3.328 3.015 0.860  0.5129
H -0.852 5.880 -0.743  0.2860
H -1.793 5.476 0.698  0.3280
H -2.593 5.624 -0.864  0.4058
H 2.105 5.603 0.159  0.3381
H 1.320 5.766 -1.415  0.3211
H 3.059 5.507 -1.324  0.4324
H 3.942 3.000 0.353  0.4738
H 3.875 1.975 -1.075  0.4819
H 2.933 1.565 0.372  -0.3987
H 1.028 3.440 -3.356  0.3274
H 1.506 1.808 -2.884  0.2391
H 2.733 3.025 -3.235  0.4684
C 3.802 -2.560 1.744  -1.5122
C 3.021 -1.277 1.423  0.2141
Ge 1.851 -1.633 -0.096  -0.7731
C 2.741 -1.233 -1.794  -0.0398
C 3.737 -2.353 -2.126  -1.3617
C 0.997 -3.349 -0.139  -0.4438
C -0.334 -3.476 -0.201  0.8982
Ge -1.328 -1.813 -0.179  -0.3663
C -2.213 -1.290 1.483  0.6105
C -3.508 -2.068 1.767  -1.4347
C -2.150 -1.138 -1.837  0.0571
C -3.484 -1.811 -2.195  -1.3595
C -1.106 -4.732 -0.273  0.5012
C -0.472 -5.977 -0.238  -0.6129
C -1.213 -7.143 -0.314  -0.7684
C -2.599 -7.089 -0.424  -0.5306
C -3.243 -5.862 -0.465  -1.3932
C -2.493 -4.698 -0.392  -0.1665
H 4.490 -2.366 2.566  0.4068
H 4.396 -2.910 0.899  0.3099
H 3.140 -3.370 2.051  0.3867
H 3.677 -0.461 1.116  0.2573
H 2.455 -0.944 2.288  0.2189
H 3.249 -0.272 -1.684  0.1849
H 1.997 -1.130 -2.587  0.4323
H 4.502 -2.463 -1.356  0.3137
H 4.249 -2.126 -3.061  0.4050
H 3.236 -3.314 -2.249  0.3429
H 1.649 -4.221 -0.159  0.5779
H -2.418 -0.224 1.406  -0.1535
H -1.500 -1.435 2.293  0.2378
H -4.244 -1.964 0.969  0.2866
H -3.956 -1.672 2.678  0.4398
H -3.319 -3.127 1.927  0.4054
H -1.421 -1.281 -2.637  0.4492
H -2.307 -0.058 -1.704  0.1178
H -3.364 -2.884 -2.331  0.3818
H -3.854 -1.401 -3.135  0.4291
H -4.247 -1.638 -1.436  0.3253
H 0.606 -6.043 -0.149  0.3844
H -0.708 -8.100 -0.288  0.4245
H -3.174 -8.004 -0.480  0.4278
H -4.320 -5.813 -0.555  0.4359
H -3.013 -3.746 -0.438  0.7118

Values from the calculation:
**HOMO energy**: -13.954 eV
**ΔE to the lowest compared entry with this formula, charge and spin**: 4.17 kcal/mol
**E**: -6309.71080 Eh
**Charge**: +2
**Kohn-Sham gap**: 6.5565 eV
**Max |F|**: 1.06 eV/Å


3.
Density functional theory data (ωB97M-V with the def2-TZVPD basis set) for a structure of composition C21H43CrN5O6P2 in a non-equilibrium geometry.

Each line ends with the Mulliken spin population.
CARTESIAN COORDINATES (ANGSTROEM)
Cr 1.828 -0.967 -0.735  3.8565
C -4.539 -2.747 -0.341  0.0000
C -3.960 -1.404 0.049  -0.0010
C -4.430 -0.926 1.410  0.0001
O -2.502 -1.568 0.112  -0.0104
P -1.432 -0.704 -0.624  -0.0149
O -0.127 -1.373 -0.331  -0.1074
C -1.500 1.036 -0.110  0.0110
P -0.073 1.858 -0.900  0.0226
O 1.064 0.900 -1.021  -0.1459
O -0.413 2.355 -2.325  -0.0126
C -1.640 2.883 -2.934  -0.0004
C -2.254 3.994 -2.107  -0.0001
C -1.235 3.342 -4.320  -0.0002
O 0.195 3.024 0.117  -0.0005
C 1.326 3.979 0.147  -0.0005
C 2.683 3.307 0.020  -0.0057
C 1.131 5.062 -0.895  0.0004
O -1.797 -0.515 -2.135  0.0038
C -1.723 -1.624 -3.108  0.0011
C -2.926 -1.495 -4.016  -0.0003
C -0.407 -1.526 -3.853  -0.0378
H -5.627 -2.691 -0.366  0.0000
H -4.247 -3.502 0.389  0.0000
H -4.182 -3.055 -1.323  0.0000
H -4.189 -0.658 -0.718  -0.0001
H -4.238 -1.694 2.159  0.0000
H -5.499 -0.721 1.383  0.0000
H -3.907 -0.013 1.700  0.0000
H -1.376 1.130 0.969  -0.0007
H -2.457 1.471 -0.397  -0.0001
H -2.326 2.035 -3.002  0.0000
H -1.598 4.862 -2.091  0.0000
H -2.450 3.679 -1.080  0.0000
H -3.196 4.298 -2.563  0.0001
H -0.521 4.162 -4.239  0.0000
H -2.105 3.695 -4.872  0.0000
H -0.771 2.529 -4.876  0.0000
H 1.225 4.411 1.142  -0.0001
H 2.907 3.068 -1.020  0.0002
H 2.732 2.386 0.601  0.0136
H 3.446 3.990 0.391  0.0009
H 1.092 4.620 -1.891  -0.0001
H 1.975 5.750 -0.861  0.0000
H 0.222 5.628 -0.700  0.0000
H -1.766 -2.561 -2.546  0.0018
H -2.897 -0.540 -4.542  0.0006
H -3.856 -1.554 -3.449  -0.0002
H -2.913 -2.298 -4.750  -0.0002
H -0.334 -0.571 -4.374  -0.0009
H -0.347 -2.329 -4.586  -0.0003
H 0.436 -1.617 -3.166  0.0332
C 2.029 -0.307 4.381  0.0030
C 2.176 -0.201 2.840  0.0477
N 2.177 -1.531 2.235  -0.0789
C 3.340 -2.287 2.711  0.0219
C 3.322 -2.390 4.257  -0.0007
N 2.045 -1.762 4.731  0.0018
C 0.873 -2.463 4.117  0.0015
C 0.952 -2.251 2.584  0.0150
H 1.096 0.123 4.739  -0.0003
H 2.852 0.176 4.904  -0.0003
H 3.110 0.294 2.580  -0.0001
H 1.359 0.384 2.415  -0.0048
H 4.248 -1.790 2.374  0.0041
H 3.320 -3.279 2.261  0.0024
H 4.153 -1.854 4.712  0.0006
H 3.343 -3.423 4.597  0.0000
H 1.985 -1.854 5.745  -0.0008
H -0.040 -2.050 4.544  0.0001
H 0.935 -3.515 4.390  -0.0005
H 0.094 -1.694 2.215  0.0069
H 0.958 -3.211 2.070  -0.0025
N 3.451 -1.844 -0.776  0.2911
C 4.327 -2.609 -0.495  0.0854
N 5.219 -3.394 -0.216  0.0052
C 5.824 -3.833 0.861  -0.0009
N 6.352 -4.238 1.804  -0.0022

Values from the calculation:
**HOMO energy (alpha / beta)**: -13.859 / -14.044 eV
**ΔE to the lowest compared entry with this formula, charge and spin**: 22.79 kcal/mol
**E**: -3278.08286 Eh
**Charge**: +2
**Multiplicity**: 5
**Kohn-Sham gap (alpha / beta)**: 8.5724 / 8.9812 eV
**Max |F|**: 2.57 eV/Å
**<S²>**: 6.014